Here is a structure of composition C6H14NO at a distorted geometry from the OMol25 dataset. Energies are from wB97M-V/def2-TZVPD.

Calculated values
2S+1 = 1
LUMO level = 3.20 eV
Net charge = -1

Positions of all 22 atoms, in Å:
C (-0.2320, 0.8175, 0.4534)
C (0.8381, 1.9275, 0.6609)
C (1.6967, 1.7844, 1.9489)
O (0.9808, 1.6694, 3.0723)
C (0.9331, 1.0171, -0.4982)
N (0.4047, -1.1325, -2.3832)
C (-0.7990, -1.5897, -2.2575)
C (-1.1486, -3.0138, -1.8689)
H (-0.2531, 0.1496, 1.2975)
H (-1.1209, 1.3449, 0.1211)
H (-2.1918, 0.5451, 3.1397)
H (0.3678, 2.8946, 0.4798)
H (2.3976, 2.6614, 1.9768)
H (2.3474, 0.9031, 1.6507)
H (0.6731, 1.2767, -1.5176)
H (1.7157, 0.2692, -0.4344)
H (-1.4755, 0.7678, 3.1874)
H (0.1746, -1.2411, -1.2825)
H (-1.6701, -0.9080, -2.3890)
H (-2.1014, -3.2910, -2.3024)
H (-1.1574, -3.1780, -0.7894)
H (-0.3797, -3.6743, -2.2653)

---

Here is a cluster of 2 separate species, C6H14NO in total at a distorted geometry from the OMol25 dataset. Energies are from wB97M-V/def2-TZVPD.

Calculated values
2S+1 = 1
LUMO level = -7.65 eV
Net charge = +1

Positions of all 22 atoms, in Å:
C (1.3830, 1.2371, -0.4653)
O (0.2784, 1.7117, 0.4388)
C (1.1571, 0.3138, -1.5888)
C (1.5152, -1.0908, -1.5518)
C (0.2886, -2.1607, -1.3876)
C (-1.6884, -1.8806, 0.2501)
C (-1.0914, -1.5756, -0.9313)
N (-1.4804, 2.5869, 3.3835)
H (1.7638, 2.2619, -0.8476)
H (2.1425, 0.7242, 0.1815)
H (-0.4792, 1.9881, -0.0880)
H (0.7877, 0.7660, -2.5044)
H (1.9052, -1.0254, -0.6437)
H (2.2305, -1.3961, -2.2712)
H (0.5292, -2.9076, -0.5936)
H (0.0321, -2.7540, -2.3258)
H (-2.7715, -1.6830, 0.4670)
H (-1.1826, -2.3817, 1.0486)
H (-1.4299, -0.7144, -1.5900)
H (-0.4595, 2.7739, 3.0739)
H (-1.9545, 3.3466, 3.8117)
H (-1.4757, 1.8597, 4.1339)

---

Here is the ion C6H14NO with charge +1 at a distorted geometry from the OMol25 dataset. Energies are from wB97M-V/def2-TZVPD.

Calculated values
SMILES string = C=C(C)[C@H](C)[C@@H]([NH3+])O
2S+1 = 1
LUMO level = -3.60 eV
Net charge = +1

Positions of all 22 atoms, in Å:
C (0.1842, -0.0668, -2.4906)
C (0.5060, -0.3243, -1.2338)
C (1.5889, -1.3142, -0.9157)
C (0.6575, 1.6311, 0.3609)
C (-0.2737, 0.4507, -0.1836)
C (-0.6223, -0.3189, 1.0535)
N (-1.3710, 0.4199, 2.0811)
O (-1.5166, -1.4251, 0.7422)
H (-0.6087, 0.6151, -2.8022)
H (0.5203, -0.6839, -3.3589)
H (2.4797, -0.9732, -0.6492)
H (1.2696, -1.9092, -0.0497)
H (1.6001, -1.9160, -1.7861)
H (1.2748, 1.3241, 1.1353)
H (1.3708, 1.9376, -0.3404)
H (0.0621, 2.4774, 0.5919)
H (-1.1939, 0.7624, -0.6505)
H (0.3275, -0.6573, 1.4974)
H (-1.0873, 1.3174, 2.5234)
H (-2.2843, 0.5899, 1.7429)
H (-1.5603, -0.1313, 2.8495)
H (-1.3232, -1.8052, -0.1177)

---

Here is a cluster of 2 separate species, C6H14NO in total at a distorted geometry from the OMol25 dataset. Energies are from wB97M-V/def2-TZVPD.

Calculated values
2S+1 = 1
LUMO level = -5.14 eV
Net charge = +1

Positions of all 22 atoms, in Å:
C (-1.7028, -0.6595, 2.3916)
C (-1.0592, 0.3781, 1.4531)
C (0.3339, 0.0932, 0.9599)
C (0.5984, -0.0985, -0.5527)
C (-0.2483, 0.5231, -1.3749)
N (-0.1268, 0.3629, -2.7607)
C (-0.4858, -0.7892, -3.2273)
H (-0.9384, -0.8929, 3.1312)
H (-2.0872, -1.5861, 1.8764)
H (-2.6206, -0.3068, 2.8577)
H (-0.9988, 1.3642, 2.1979)
H (-1.7492, 0.6219, 0.7399)
H (0.7794, -0.7214, 1.6294)
H (1.1336, 0.9381, 1.2771)
H (1.2265, -1.0298, -0.7352)
H (-1.0146, 1.2588, -0.9479)
H (0.5436, 1.0742, -3.2467)
H (-1.1151, -1.2792, -2.4785)
H (-0.3342, -1.1887, -4.1779)
H (3.8513, 0.1863, -0.0764)
H (3.0011, 1.0665, 0.9961)
O (3.0132, 0.6845, 0.0678)

---

Here is a cluster of 2 separate species, C6H14NO in total at a distorted geometry from the OMol25 dataset. Energies are from wB97M-V/def2-TZVPD.

Calculated values
2S+1 = 1
LUMO level = -5.20 eV
Net charge = +1

Positions of all 22 atoms, in Å:
C (0.1292, 2.8844, 0.7781)
C (0.5945, 1.5578, 1.3798)
C (-0.2649, 0.3820, 0.7335)
C (0.3315, -0.0376, -0.5440)
C (1.4151, 0.3748, -1.1932)
C (-1.0161, -0.9638, -2.1318)
N (-0.2309, -1.1220, -1.0612)
H (-0.1950, 3.6914, 1.5785)
H (0.9434, 3.3014, 0.1363)
H (-0.6219, 2.7341, 0.0286)
H (1.6871, 1.4235, 1.2016)
H (0.3779, 1.5545, 2.4430)
H (-0.3634, -0.4495, 1.4824)
H (-1.2922, 0.7759, 0.5931)
H (2.0184, 0.0023, -1.9469)
H (1.7886, 1.3934, -0.8051)
H (-1.2237, -1.8899, -2.7985)
H (-1.3866, -0.0984, -2.5306)
H (0.0210, -2.0778, -0.6826)
H (-1.5508, -3.1258, 1.3335)
H (-0.3009, -2.7981, 2.2641)
O (-0.6777, -2.7211, 1.3746)

---

Here is a cluster of 2 separate species, C6H14NO3 in total at a distorted geometry from the OMol25 dataset. Energies are from wB97M-V/def2-TZVPD.

Calculated values
2S+1 = 1
LUMO level = 3.49 eV
Net charge = -1

Positions of all 24 atoms, in Å:
C (2.2019, 1.2709, -0.3172)
C (-1.1182, 1.2082, 0.9196)
C (-2.1061, -0.8407, -0.0664)
C (1.4715, 0.2297, 0.5235)
C (-1.0277, 0.2867, -0.2882)
C (0.3669, -0.2483, -0.3101)
N (0.6964, -1.1350, -1.1793)
O (1.9217, -1.5148, -1.3882)
O (-1.3757, 1.0252, -1.3907)
O (-0.2002, -1.7160, 1.7910)
H (3.2372, 1.5065, 0.2006)
H (1.5084, 2.0733, -0.4881)
H (2.5716, 0.8808, -1.2956)
H (-2.1197, 1.6503, 1.0361)
H (-0.9286, 0.4955, 1.7744)
H (-0.4221, 1.9851, 0.7989)
H (-2.9878, -0.4825, 0.3177)
H (-1.5303, -1.5767, 0.7173)
H (-2.2617, -1.4125, -1.0348)
H (2.1008, -0.7630, 0.6417)
H (1.1288, 0.5369, 1.4043)
H (0.0635, -1.6107, -1.8085)
H (-1.7580, 0.4808, -2.1165)
H (0.5675, -2.3298, 1.5583)

---

Here is a cluster of 2 separate species, C6H14NO3PS in total at a distorted geometry from the OMol25 dataset. Energies are from wB97M-V/def2-TZVPD.

Calculated values
SMILES string = [H]/N=C\P(=O)(OCC)OCC.C=S
2S+1 = 1
LUMO level = -0.51 eV
Net charge = 0

Positions of all 26 atoms, in Å:
C (0.9425, -1.1517, -1.0415)
C (-1.5921, -3.1199, 0.6463)
C (-0.7846, 3.0430, -0.4132)
C (3.8391, 1.0074, 0.1378)
C (-1.9959, -1.6610, 1.0884)
C (-0.1680, 2.1773, 0.7051)
N (0.9898, -1.5402, -2.2050)
O (-1.4482, 0.1048, -1.5772)
O (-0.9998, -0.6892, 0.8835)
O (0.4463, 1.0571, 0.0392)
P (-0.4297, -0.1359, -0.5172)
S (4.3713, -0.4836, 0.5259)
H (-2.2063, -3.8448, 1.1211)
H (-1.5285, -3.0958, -0.4046)
H (-0.6566, -3.4968, 1.0788)
H (-0.0617, 3.4019, -1.0641)
H (-1.3358, 2.5428, -1.1421)
H (-1.4253, 3.8947, 0.1250)
H (4.5145, 1.6381, -0.4185)
H (2.8556, 1.3911, 0.3242)
H (-2.0428, -1.5481, 2.1027)
H (-2.8496, -1.2316, 0.5441)
H (-0.9931, 1.9978, 1.3511)
H (0.6241, 2.6124, 1.1548)
H (0.1186, -1.3819, -2.7661)
H (1.8162, -1.4879, -0.2786)

---

Here is a structure of composition C6H14NOPd at a distorted geometry from the OMol25 dataset. Energies are from wB97M-V/def2-TZVPD.

Calculated values
2S+1 = 1
LUMO level = -7.58 eV
Net charge = +1

Positions of all 23 atoms, in Å:
N (2.7080, 0.7086, 0.7012)
C (1.8630, 0.5899, -0.4783)
C (1.6658, -0.8973, -0.8443)
C (0.3977, -1.5736, -0.2883)
C (-0.9565, -0.8611, -0.6476)
C (-1.4951, 0.1117, 0.4590)
C (-2.6607, 0.9823, -0.1928)
O (-3.7930, 1.0134, 0.6687)
H (2.2267, 0.3593, 1.5259)
H (2.9416, 1.6929, 0.8382)
H (0.9176, 1.1644, -0.4251)
H (2.4555, 1.0600, -1.3100)
H (2.5243, -1.4299, -0.3469)
H (0.5202, -1.7772, 0.8093)
H (0.3552, -2.5891, -0.7611)
H (-1.7096, -1.6789, -0.7441)
H (-0.9359, -0.3823, -1.6548)
H (-1.9693, -0.4798, 1.2753)
H (-0.7160, 0.7379, 0.9411)
H (-2.9123, 0.5055, -1.1657)
H (-2.2970, 2.0186, -0.3223)
H (-4.2662, 0.1906, 0.5241)
Pd (5.1358, 0.5342, 1.4382)

---

Here is the ion C6H14NS with charge +1 at a distorted geometry from the OMol25 dataset. Energies are from wB97M-V/def2-TZVPD.

Calculated values
SMILES string = C=S(=C)(C)CCC=[NH2+]
2S+1 = 1
LUMO level = -4.12 eV
Net charge = +1

Positions of all 22 atoms, in Å:
C (-1.8324, 1.2738, -0.1460)
C (-1.4542, -1.2890, -1.8562)
C (0.2447, 0.0465, 1.8161)
C (-0.2847, -0.9360, 0.7618)
C (0.6876, 0.5129, -1.3022)
C (1.2519, 1.0010, 1.3122)
N (2.5442, 0.8519, 1.1133)
S (-0.7896, 0.1052, -0.7212)
H (-1.6889, 2.2486, -0.6054)
H (-2.8757, 0.8963, -0.0438)
H (-1.9767, -0.9444, -2.7221)
H (-0.4483, -1.7005, -2.1527)
H (-0.5434, 0.6672, 2.1893)
H (0.7116, -0.5953, 2.6123)
H (0.3971, -1.6292, 0.4185)
H (-1.1983, -1.3186, 1.2445)
H (0.7168, 1.3839, -1.9726)
H (1.4698, -0.2307, -1.2954)
H (0.9924, 2.1073, 1.2972)
H (3.0544, 1.6483, 0.8025)
H (-2.2020, -1.6767, -1.1470)
H (3.0060, -0.0460, 1.1412)

---

Here is a cluster of 2 separate species, C6H14O in total at a distorted geometry from the OMol25 dataset. Energies are from wB97M-V/def2-TZVPD.

Calculated values
SMILES string = C=C(C)CCC.O
2S+1 = 1
LUMO level = 1.05 eV
Net charge = 0

Positions of all 21 atoms, in Å:
C (2.6782, 0.6799, 1.7094)
C (1.9809, -0.4131, 0.8968)
C (0.5256, -0.4056, 0.5735)
C (0.0020, 0.5682, -0.4055)
C (-0.8411, 1.5673, -0.0218)
C (0.6620, 0.6540, -1.9149)
H (3.7773, 0.6524, 1.5730)
H (2.6665, 0.5756, 2.7932)
H (2.3447, 1.7616, 1.3514)
H (2.4533, -0.4003, -0.1604)
H (2.3878, -1.4652, 1.1585)
H (0.1459, -1.4382, 0.2348)
H (0.0271, -0.1522, 1.5535)
H (-0.7628, 2.5261, -0.5976)
H (-1.2950, 1.7082, 1.0878)
H (1.8017, 0.7125, -1.6758)
H (0.3731, -0.2184, -2.3946)
H (0.2970, 1.5971, -2.3558)
H (-6.4317, -3.2561, -1.7875)
H (-6.6023, -2.7417, -0.4073)
O (-6.1903, -2.5122, -1.2108)

---

Here is a cluster of 2 separate species, C6H14O in total at a distorted geometry from the OMol25 dataset. Energies are from wB97M-V/def2-TZVPD.

Calculated values
SMILES string = C=CCCCC.O
2S+1 = 1
LUMO level = 0.61 eV
Net charge = 0

Positions of all 21 atoms, in Å:
C (1.5705, 0.2078, -1.5122)
C (0.0336, 0.4976, -1.5060)
C (-0.3539, 1.4933, -0.2635)
C (0.1713, 1.0091, 1.0829)
C (-1.3054, -0.3409, 2.5015)
C (-0.3557, -0.3533, 1.5635)
H (1.7569, -0.4984, -0.6697)
H (1.9866, 1.1709, -1.3230)
H (1.8526, -0.0175, -2.5924)
H (-0.3331, 1.0785, -2.3716)
H (-0.6378, -0.3319, -1.4125)
H (-1.5088, 1.5506, -0.0376)
H (0.1480, 2.4762, -0.4942)
H (-0.3740, 1.7937, 1.6981)
H (1.2884, 1.0422, 1.2020)
H (-1.3180, 0.5605, 3.1383)
H (-1.9086, -1.1971, 2.8470)
H (-0.3494, -1.1723, 0.8196)
H (-0.2830, -2.9348, -1.7074)
H (0.1495, -3.3912, -0.2036)
O (-0.2295, -2.6430, -0.7592)

---

Here is an isolated molecule of C6H14O at a distorted geometry from the OMol25 dataset. Energies are from wB97M-V/def2-TZVPD.

Calculated values
SMILES string = CCCCCCO
2S+1 = 1
LUMO level = 1.04 eV
Net charge = 0

Positions of all 21 atoms, in Å:
C (0.1486, 0.5673, 3.0106)
C (1.3484, 0.8655, 1.7525)
C (1.1097, -0.0629, 0.5461)
C (0.3866, 0.4005, -0.7251)
C (-0.4969, -0.7224, -1.2853)
C (-1.2939, -0.3050, -2.5094)
O (-2.0702, -1.4128, -2.9287)
H (0.4274, 1.2422, 3.8189)
H (0.1045, -0.4553, 3.4648)
H (-0.9176, 0.7895, 2.7605)
H (1.2027, 1.9112, 1.5003)
H (2.3003, 0.6427, 2.2287)
H (1.8047, -0.9031, 0.3859)
H (0.3936, -0.3015, 1.3620)
H (1.0367, 0.7708, -1.5400)
H (-0.2508, 1.2511, -0.4525)
H (0.1183, -1.5913, -1.5539)
H (-1.1953, -1.0610, -0.5098)
H (-1.9353, 0.5559, -2.2559)
H (-0.6066, 0.0209, -3.3079)
H (-2.5780, -1.1474, -3.7048)

---

no.,orbital gap (eV)
1,5.5
2,4.6
3,9.5
4,8.6
5,9.0
6,6.8
7,8.4
8,3.8
9,7.5
10,10.0
11,10.1
12,10.3